# 1
A molecular structure, C33H49BClI2N8O2PRb in a non-equilibrium geometry. Source: OMol25; level of theory: wB97M-V/def2-TZVPD.

Structure (XYZ):
```
98
Properties=species:S:1:pos:R:3:forces:R:3:mulliken_spin:R:1
O -2.8882 0.4717 0.3144 -0.0596 0.3043 0.2360 0.14
H -3.5812 4.1852 0.2302 -0.0313 -0.0226 -0.0370 0.00
C -0.7107 3.1191 -1.9206 0.1607 0.0605 0.0422 0.14
B 3.0445 0.4756 2.0539 -0.0554 -0.1453 0.0653 0.00
O -2.2015 2.3983 1.2081 -0.3343 -0.1472 0.0627 0.06
C 3.6641 -2.0752 2.2850 -0.0286 0.1108 0.0058 0.00
H 5.1193 1.9751 0.7845 -0.0152 -0.0029 -0.0334 0.00
C -3.6829 3.0279 -1.5830 -0.2090 0.0191 0.0698 0.15
H 0.7600 -3.4904 1.8839 0.0164 -0.0078 0.0168 0.00
C 0.3327 2.7164 2.9903 0.2157 -0.0533 0.0864 0.00
H -1.0950 0.4744 -2.7755 0.0056 -0.0366 -0.0158 0.02
H 7.3464 0.7228 3.5452 -0.0310 0.0249 0.0051 0.00
C -0.9591 4.1102 -3.0941 -0.0115 -0.0312 0.0220 0.03
I 0.8308 -1.9264 -2.4216 -0.0919 -0.0297 -0.0450 0.00
N 3.2891 0.9339 0.5969 -0.1231 -0.0702 0.0442 0.00
H 1.5983 5.1889 -0.4516 -0.0200 0.0112 -0.0124 0.00
H -3.9535 -0.2952 -2.0842 0.0044 0.0166 -0.0251 0.00
C 2.4157 -2.9469 -1.4419 -0.0010 0.0728 0.1137 0.00
C -2.9692 -1.4400 -3.6329 0.0235 -0.0029 0.0019 0.00
N 4.2609 0.8847 2.9021 -0.0239 -0.0483 -0.1199 0.00
H -1.9412 -1.6065 -3.9740 -0.0090 0.0225 0.0083 0.00
C 4.3573 1.9945 3.6745 0.0131 -0.0863 -0.0606 0.00
H 2.2763 -2.8038 -0.3766 -0.0165 -0.0107 -0.0400 0.00
H -0.3549 1.9457 4.9823 -0.0102 -0.0198 -0.0226 0.00
H -4.0976 1.1358 -5.6485 0.0075 -0.0116 -0.0115 0.00
H -1.9900 4.4698 -3.1037 0.0092 0.0045 0.0055 0.00
H 3.3689 -4.2582 2.3325 -0.0183 0.0173 0.0042 0.00
C -4.9618 2.2476 -1.1702 0.0146 0.0443 -0.0298 0.00
C 2.9709 -3.2636 2.2231 -0.0441 -0.0316 -0.0142 0.00
H -4.6498 1.0101 -4.0007 -0.0165 0.0131 0.0556 0.00
C 2.9648 1.1285 -1.5049 -0.0145 0.0100 -0.0463 0.00
H 0.0113 2.3657 -2.2636 0.0129 0.0075 0.0107 0.01
C 0.2740 1.8636 4.1118 0.0176 0.1292 -0.0828 0.00
Rb -0.0785 0.4383 0.7027 0.2029 -0.6666 -0.9434 0.02
C -2.8291 0.6389 2.6894 0.0381 -0.1271 -0.0482 0.03
H -1.7281 0.9682 -4.8747 -0.0193 -0.0276 0.0109 0.00
C -0.0417 3.8332 -0.7304 -0.0830 0.0430 -0.0918 0.01
N 1.7974 1.1866 2.6621 0.2211 0.1778 -0.0025 -0.01
H -4.8230 -1.2237 -4.7422 -0.0024 0.0177 0.0118 0.00
N 5.4700 0.2830 2.7675 -0.1724 0.2121 0.0946 0.00
C -2.6413 1.2359 1.2956 -0.4132 0.2323 -0.2640 -0.07
C -3.8056 -0.8279 -4.7704 -0.0069 -0.0109 0.0031 0.00
H -0.8080 3.5829 -4.0372 0.0310 -0.0174 -0.0028 0.01
H -0.6815 4.6439 -0.3735 -0.0203 -0.0493 -0.0254 0.00
C -6.0928 4.4742 -1.3784 0.0233 -0.0168 -0.0465 0.00
H 4.7092 -1.8604 2.4395 -0.0650 -0.0128 -0.0070 0.00
N 2.7827 -1.0655 2.1131 -0.1203 0.1307 -0.0339 0.00
H 1.5461 0.0551 4.4350 -0.0248 -0.0284 -0.0435 0.00
H -2.5347 1.3558 3.4468 0.0470 -0.0250 0.0337 0.00
I 4.3564 -2.2876 -1.9209 0.1218 0.0528 -0.0427 0.00
H 0.0291 5.7823 -4.0230 0.0029 -0.0032 -0.0117 0.00
C 4.3325 1.6462 0.1253 -0.0858 -0.0463 0.0231 0.00
C 1.2249 0.9046 3.8541 0.1019 0.0771 -0.1040 0.00
H 2.0851 3.5978 -0.9767 0.0063 0.0091 -0.0002 0.00
C -2.9362 -0.5298 -2.4076 -0.0373 0.0729 -0.0478 0.02
P -2.1558 2.0480 -1.4585 0.0595 0.0579 -0.0913 0.22
H 3.4996 2.6176 3.8682 -0.0019 -0.0221 0.0033 0.00
H 6.0861 2.8780 4.7102 0.0037 -0.0180 -0.0088 0.00
C -0.0035 5.3102 -3.0395 -0.0585 0.0314 0.0507 0.01
H -2.4675 -1.0264 -1.5605 0.0352 -0.0083 -0.0018 0.01
H -4.5476 5.7617 -2.1950 0.0004 -0.0093 -0.0078 0.00
H 2.3380 -3.9857 -1.7304 -0.0442 -0.0324 0.0356 0.00
H -6.9860 2.6673 -0.5734 -0.0080 0.0083 -0.0122 0.00
H -3.3536 -2.4235 -3.3605 -0.0179 0.0019 -0.0014 0.00
N 2.4329 0.6094 -0.4060 0.6188 0.1567 0.0016 0.00
H 4.8222 2.3056 -1.9224 -0.0243 -0.0196 0.0162 0.00
H 2.1060 5.6755 -2.6932 -0.0104 0.0189 0.0024 0.00
C -6.0229 3.1805 -0.5773 0.0155 -0.0115 0.0408 0.00
H 0.0929 3.1615 0.1109 -0.0664 -0.0144 0.1035 0.01
C 1.6403 -2.8741 1.9977 -0.0001 -0.0306 -0.0181 0.00
C 1.3371 4.3758 -1.1326 0.0194 -0.0044 0.0401 0.00
C -3.5945 4.3693 -0.8450 0.0051 -0.0121 0.0261 0.01
N 1.2514 2.3138 2.1221 0.4109 0.1275 0.5376 0.00
C -2.5231 1.2693 -4.1855 0.0366 -0.0970 0.0238 0.05
C -3.8510 0.7012 -4.6781 0.0158 0.0032 0.0144 0.01
H 2.4720 0.9814 -2.4560 0.0218 0.0124 0.0132 0.00
C -2.1567 0.7506 -2.7589 0.0181 -0.0666 -0.1245 0.12
C -4.7751 5.2625 -1.2493 0.0019 0.0332 0.0495 0.00
H -2.6598 4.8835 -1.0702 -0.0243 -0.0128 -0.0017 0.00
C 6.3086 1.0151 3.4814 0.0738 -0.0131 0.0227 0.00
C 5.6636 2.1157 4.0784 0.0651 -0.0528 -0.0276 0.00
C 1.3809 4.8680 -2.5864 0.0271 -0.0740 -0.0320 0.00
Cl -1.7825 -0.8143 2.8594 -0.5416 -0.0576 0.4335 0.00
H -3.3889 -1.1247 -5.7356 0.0129 -0.0034 0.0114 0.00
H -2.5475 2.3553 -4.2312 -0.0274 0.0559 0.0400 -0.01
N 1.5268 -1.5568 1.9169 0.4130 0.0222 0.1805 0.00
H -5.7900 3.4047 0.4683 0.0125 0.0025 -0.0253 0.00
H -4.7247 1.4466 -0.4719 0.0125 0.0611 0.0025 0.00
H -5.3816 1.7705 -2.0576 0.0034 -0.0286 -0.0506 0.00
H -3.8600 0.3239 2.8229 -0.0022 -0.0570 0.0208 0.00
H -0.3899 6.0663 -2.3477 0.0181 -0.0252 0.0039 0.00
H -4.8821 6.0541 -0.5048 -0.0029 -0.0091 0.0051 0.00
C 4.1672 1.7992 -1.2335 -0.0465 -0.0227 -0.0099 0.00
H -6.9359 5.0894 -1.0629 0.0001 0.0030 0.0189 0.00
H -6.2784 4.2191 -2.4273 0.0150 0.0060 0.0069 0.00
H -3.7428 3.2517 -2.6550 -0.0756 0.0197 -0.0362 0.01
H 1.7272 4.0633 -3.2461 -0.0221 0.0059 0.0173 0.00
H -0.2602 3.5903 2.7700 -0.0235 -0.0298 0.0053 0.00
```
Positions in Å, forces in eV/Å.

Multiplicity: 2
Calculated total energy (Eh): -3321.3864
Relative energy (zero: lowest compared OMol25 entry of this formula, charge and spin) (kJ/mol): 0.00
LUMO energy (alpha / beta) (eV): 0.171 / -1.397

# 2
A molecular structure, C18H21CrF6N4O7PS5. Source: OMol25; level of theory: wB97M-V/def2-TZVPD.

Structure (XYZ):
```
63
Properties=species:S:1:pos:R:3:forces:R:3:nbo_charge:R:1
C 1.4718 -4.7760 -1.3117 0.0035 -0.1116 -0.0959 0.71
P 0.0452 0.2450 1.2689 -0.1202 -0.0244 0.5024 0.86
O 3.1624 -0.8860 -0.6128 0.0255 0.0652 0.0507 -0.96
N 2.5539 4.4146 -5.1057 -0.0124 0.0213 -0.0131 -0.40
S 2.0189 1.3394 -3.0072 -0.0588 0.0683 0.0110 -0.28
C -3.3028 1.9660 -0.9172 -0.0122 -0.0217 0.0156 -0.19
C -1.8860 0.1962 -1.7122 0.1220 -0.0399 -0.1584 0.19
H -3.0081 -0.1083 2.1398 0.0021 -0.0017 -0.0007 0.23
C 0.8696 -0.6124 3.8859 0.0542 0.0066 -0.0034 -0.61
H 0.2658 -1.5208 3.8668 -0.0047 0.0127 -0.0160 0.21
S 1.3728 -3.4041 -0.1024 0.2409 0.0512 0.3564 2.28
F 6.0391 -1.9427 -1.3787 0.0475 0.0248 -0.0352 -0.31
F 2.2747 -4.4657 -2.3301 -0.0258 0.0031 -0.0071 -0.31
Cr 1.1650 0.5052 -0.8918 0.0977 0.2714 -0.6936 0.90
H -2.9627 -1.8440 2.3869 -0.0059 0.0197 0.0026 0.22
H -0.5448 -1.3239 -1.8582 0.0138 0.1449 -0.1002 0.40
C 2.6669 3.9612 -2.5645 0.0863 0.2070 -0.1025 -0.49
H -0.6536 -2.0193 1.5556 -0.0770 0.0869 0.0101 0.25
H -1.0569 1.3675 3.0795 -0.0538 0.0059 0.0196 0.22
C 4.9135 -2.6540 -1.3429 0.0129 0.0093 -0.0535 0.71
H -0.5443 3.7308 2.6612 0.0139 0.0005 -0.0035 0.21
O -5.8237 3.0397 0.0003 -0.0323 0.0866 0.0276 -1.03
H 2.0390 0.6080 2.5149 0.0207 -0.0134 0.0004 0.24
C 2.4461 2.7056 -2.0263 0.0966 -0.0640 -0.0047 -0.19
H -1.7160 1.8231 1.5273 -0.0930 0.0233 -0.0376 0.25
F 5.2306 -3.9334 -1.1258 0.0620 -0.0632 0.0112 -0.32
C -4.3970 1.1175 -0.9526 0.0536 -0.1239 0.0196 -0.31
C -4.2419 -0.1858 -1.4207 -0.0227 0.1447 0.0301 -0.18
C -2.3503 -0.9403 2.3918 0.0305 -0.0145 -0.0114 -0.61
H 0.9848 2.8497 2.5938 -0.0190 -0.0109 0.0063 0.20
O -6.9176 1.3669 -1.4172 -0.0765 -0.0177 -0.0513 -1.02
O -6.1920 0.7687 0.8347 -0.0152 -0.0293 0.0589 -1.02
C -0.7825 1.6744 2.0692 0.0200 0.0175 -0.0518 -0.71
N 3.2598 6.0019 -1.0946 0.0211 0.0154 -0.0030 -0.40
S 2.5731 2.3953 -0.3290 -0.1677 0.0414 0.0834 -0.25
N -0.5585 -0.3166 -2.0018 -0.1769 0.0162 0.0353 -0.90
C -2.0431 1.5031 -1.2885 0.0144 0.0790 -0.0574 -0.27
H -3.4497 2.9821 -0.5730 0.0135 -0.0213 0.0041 0.25
N 2.8721 -3.2250 0.3157 -0.0945 -0.0335 -0.0414 -1.24
H 1.7315 -0.8019 4.5286 -0.0103 -0.0159 0.0056 0.21
S 3.8235 -2.0075 -0.0062 -0.2422 0.0236 0.2389 2.27
O 4.7030 -1.7901 1.0998 -0.0075 -0.0663 -0.1077 -0.91
C 1.3365 -0.2296 2.4846 -0.0251 -0.0391 0.0392 -0.71
O 0.6195 -3.9570 0.9849 0.0104 0.0059 -0.1321 -0.93
S -5.9990 1.6332 -0.3216 0.0799 -0.0055 -0.0552 2.42
F 4.3156 -2.5618 -2.5265 -0.0103 -0.0373 -0.0457 -0.31
C 0.0151 2.9749 2.1068 0.0460 -0.0249 -0.0274 -0.61
F 1.9320 -5.8865 -0.7351 0.0035 -0.0263 -0.0184 -0.31
H -1.1764 2.1566 -1.2494 -0.0013 0.0146 0.0276 0.21
C 2.5930 4.1993 -3.9732 0.0440 -0.0456 0.2518 0.33
H -0.2994 -0.1382 -2.9688 -0.0473 0.0965 -0.0048 0.39
H -1.6449 -1.1945 0.3826 -0.0099 -0.0306 0.0401 0.24
H -1.9832 -0.7946 3.4088 -0.0039 0.0021 -0.0050 0.19
C -1.2154 -1.0967 1.3797 0.0713 -0.0445 0.0062 -0.72
C -2.9947 -0.6385 -1.8125 0.0053 -0.0590 0.1072 -0.27
H 1.8883 -1.0606 2.0365 0.0013 0.0196 0.0326 0.23
O 0.7877 -2.3152 -0.8485 0.1837 -0.3252 0.1178 -0.97
H 0.2790 0.1786 4.3513 0.0111 0.0003 -0.0001 0.20
H -2.8627 -1.6581 -2.1601 -0.0083 -0.0016 -0.0039 0.20
C 2.9979 5.0810 -1.7378 -0.0656 -0.1803 -0.1588 0.33
H -5.1093 -0.8322 -1.4617 0.0159 -0.0090 0.0023 0.23
H 0.2169 3.3615 1.1084 -0.0101 -0.0468 0.0090 0.23
F 0.2518 -5.0259 -1.7980 -0.0144 -0.0367 -0.0230 -0.32
```
Positions in Å, forces in eV/Å.

Multiplicity: 5
Charge: -2
Calculated total energy (Eh): -5420.3898
Relative energy (zero: lowest compared OMol25 entry of this formula, charge and spin) (kJ/mol): 31.45
LUMO energy (alpha / beta) (eV): 3.934 / 3.933

# 3
A molecular structure, C7H17N4O2Pd. Source: OMol25; level of theory: wB97M-V/def2-TZVPD.

Structure (XYZ):
```
31
Properties=species:S:1:pos:R:3:forces:R:3:nbo_charge:R:1
H -1.9306 0.5715 1.6963 0.0444 -0.0012 -0.0324 0.43
H 2.6100 1.5208 0.1052 -0.0160 -0.0129 0.0102 0.42
H -1.8663 2.8329 2.3177 0.0420 0.0606 -0.0430 0.27
H 2.0910 3.6740 0.8837 -0.0386 0.0346 -0.0075 0.28
H 0.8661 3.1104 -0.2502 -0.0033 0.0549 0.0375 0.23
H 1.2112 -4.9331 0.4268 0.0177 -0.0255 0.0566 0.32
C 1.2658 2.9672 0.7584 0.0319 -0.2148 -0.0622 -0.25
C -1.1141 2.4749 1.6106 -0.0159 -0.1297 -0.0437 -0.24
H 0.6125 2.9743 2.8242 0.0052 -0.0427 -0.0124 0.24
H 2.0603 -2.5323 -3.5686 -0.0190 0.0488 0.0243 0.26
C 0.2103 3.1884 1.8277 -0.0331 0.1213 0.0494 -0.47
H 2.3126 1.4374 1.7114 -0.0651 -0.0545 -0.0040 0.42
N 1.2772 -2.1740 0.8896 0.0430 -0.2309 0.1792 0.05
H -0.7474 0.8057 2.7805 0.0902 -0.0566 -0.0782 0.42
H 1.4182 -0.8665 -3.3057 0.0082 -0.0548 0.0243 0.52
H 2.5876 -4.8183 -0.6895 -0.0157 -0.0082 0.0242 0.29
H 3.0999 -3.4527 -2.5012 -0.0081 -0.0259 -0.0061 0.31
O 1.1471 -0.3713 -2.5006 -0.0370 0.0999 0.0025 -0.36
C 1.6571 -2.3288 -1.4235 0.0314 -0.0197 -0.0552 0.21
N 1.8688 1.5910 0.8036 0.1123 0.2332 0.0038 -0.76
O 1.2017 -2.4547 2.0477 0.0215 0.0116 -0.0883 0.08
H 2.7786 -4.3679 1.0278 -0.0335 -0.0339 0.0440 0.31
C 2.1062 -4.3501 0.1652 0.0237 0.1185 -0.2100 -0.71
N -1.0011 0.9865 1.8065 -0.1667 0.1145 0.1543 -0.82
C 1.6930 -2.9630 -0.1341 -0.0200 0.0118 0.0017 0.32
H 1.4197 -3.9514 -2.7580 0.0429 -0.0269 -0.0118 0.31
N 1.2244 -1.0725 -1.4031 0.0052 -0.0793 0.2384 -0.07
H -0.0043 4.2598 1.8428 -0.0054 -0.0202 -0.0209 0.30
H -1.5071 2.6421 0.6034 0.0195 0.0391 0.0428 0.23
C 2.0782 -3.0861 -2.6312 0.0057 -0.0487 -0.0443 -0.71
Pd 0.3320 0.1304 0.4161 -0.0673 0.1375 -0.1729 1.19
```
Positions in Å, forces in eV/Å.

Multiplicity: 5
Charge: +3
Calculated total energy (Eh): -772.9736
LUMO energy (alpha / beta) (eV): -12.808 / -14.931

Question: Among the records above, which one has the lowest multiplicity?
Answer: C33H49BClI2N8O2PRb